No. 1
Density functional theory data (ωB97M-V/def2-TZVPD) for 13 unconnected molecules or ions with the total composition H26O13 at a distorted geometry.

The geometry in XYZ format:
```
39
Properties=species:S:1:pos:R:3:forces:R:3
H 1.4230 -0.0647 0.5737 -0.3649 -0.1351 -0.0419
H -0.0746 -0.2842 0.7127 0.4686 0.0495 -0.2043
H 0.9325 -0.5093 -3.6452 0.2581 -0.4638 0.1377
H 2.3998 -0.7062 -3.9890 -0.0011 -0.0312 -0.0236
H -1.7110 -5.1192 -0.0767 0.1230 -0.0583 0.0482
H -0.4843 -4.2266 -0.1690 0.0885 0.1263 0.0202
H -1.1535 -1.2491 -2.0131 0.0466 -0.1832 0.0538
H -2.0531 -1.8986 -0.9744 -0.0702 0.0749 -0.0617
H -0.5602 4.7995 2.2049 0.0305 -0.0894 -0.0947
H -0.9360 3.4855 2.8698 0.0075 0.3079 0.1667
H -1.1273 0.5266 2.2679 0.0688 0.0289 0.1352
H -0.9492 1.9724 1.8345 0.0833 0.0657 -0.7031
H -4.2861 -1.5200 0.9390 -0.1033 0.0751 0.0732
H -3.5348 -0.2986 1.4428 -0.0326 0.1489 -0.1013
H -0.2675 0.6078 -1.3492 0.0282 -0.0418 0.4057
H 0.9879 1.3557 -1.7671 0.3306 0.3303 -0.0538
H -2.4916 2.2427 -1.5677 -0.0684 0.0402 0.0851
H -2.1128 3.6244 -1.0604 0.0135 -0.0576 0.1086
H 4.1411 2.2076 -0.9170 -0.1133 -0.0050 0.0418
H 3.4732 3.0593 -1.9840 -0.0139 0.0075 0.0734
H -0.3176 -1.4601 5.7200 -0.0807 0.0321 -0.0321
H -0.7530 -1.6821 4.2808 0.0013 -0.0472 0.0616
H 5.3146 -3.9217 1.5213 -0.0633 0.0270 0.0945
H 3.8157 -3.7845 1.3107 -0.0372 0.0562 0.0939
H 0.2113 0.9711 -3.9875 0.0274 0.4872 -0.0345
H 0.2786 2.1729 -3.0595 -0.1018 0.1111 -0.0998
O 0.7051 -0.6270 0.2615 0.7654 -4.0507 3.7450
O 1.8005 -0.6146 -3.2397 0.0578 -0.0029 -0.2802
O -0.8201 -5.0132 0.2755 -0.1881 0.0511 -0.0927
O -1.1289 -1.6977 -1.1603 -0.5369 -0.2251 -0.2167
O -0.7766 3.8817 2.0058 -0.0663 0.0991 0.2710
O -0.8315 1.0668 1.5265 -0.6784 -0.0782 0.8558
O -4.3373 -0.5582 0.9763 0.1557 -0.2259 -0.0362
O 0.6306 0.8058 -1.0608 -0.0918 3.5932 -3.5322
O -2.3588 2.7438 -0.7552 -0.0106 0.0371 -0.2373
O 3.3788 2.7780 -1.0670 0.1015 0.0064 -0.1732
O -1.0496 -1.2988 5.1140 0.1104 0.0059 -0.1017
O 4.4995 -3.6981 1.9844 0.0815 -0.0639 -0.1808
O 0.1232 1.9308 -3.9794 -0.2253 -0.0021 -0.1697
```
Positions in Å, forces in eV/Å.

Its relative energy (zero: lowest compared OMol25 entry of this formula, charge and spin) is 131.1 kcal/mol. The total energy comes out at -993.56431 Eh. Its orbital gap is 8.10 eV.

=====

No. 2
Density functional theory data (ωB97M-V/def2-TZVPD) for a single C4H8N2O2 molecule at a distorted geometry.

The geometry in XYZ format:
```
16
Properties=species:S:1:pos:R:3:forces:R:3
C -2.2549 -0.0156 -0.1168 0.0257 0.0988 -0.1300
O -1.1169 0.0423 0.7294 0.6549 0.2895 -0.5378
C 0.0576 0.4324 0.0391 -0.2102 -0.1332 1.4402
N 0.0323 1.7941 -0.3392 -0.3139 -0.4569 -0.2497
N 0.7042 -0.4626 -0.8975 0.0925 0.3349 -0.4238
C 0.8871 -1.5872 0.0352 0.1920 -0.0135 0.5141
C 1.2791 -0.2515 0.5113 -0.7723 -0.5601 -0.4501
O 2.4706 0.2775 0.8505 0.3825 0.2348 -0.1470
H -2.4971 0.9787 -0.4994 -0.1102 -0.0848 0.0008
H -2.0669 -0.6837 -0.9642 -0.0784 -0.0040 0.0401
H -3.0689 -0.4034 0.4930 -0.0022 0.0389 -0.0875
H -0.1251 2.3921 0.4620 0.2933 0.0467 -0.2079
H 0.8267 2.0295 -0.9185 -0.0366 0.2179 0.2652
H 1.6755 -2.2673 -0.2675 0.0271 0.0330 -0.0728
H 0.0084 -2.0618 0.4548 -0.0331 -0.0674 -0.0046
H 3.1885 -0.2136 0.4274 -0.1113 0.0255 0.0507
```
Positions in Å, forces in eV/Å.

Its relative energy (zero: lowest compared OMol25 entry of this formula, charge and spin) is 89.1 kcal/mol. The total energy comes out at -417.11394 Eh. Its orbital gap is 10.21 eV. The structure (SMILES) is CO[C@]1(N)N2C[C@@]21O.

=====

No. 3
Density functional theory data (ωB97M-V/def2-TZVPD) for a single C18H23N5O2 molecule at a distorted geometry.

The geometry in XYZ format:
```
48
Properties=species:S:1:pos:R:3:forces:R:3
C 1.8132 6.6021 1.6096 -0.0243 -0.1658 -2.4872
C 2.2421 5.8383 2.7651 -0.9297 -1.4614 1.3317
O 1.0563 5.2344 3.4926 1.9992 1.7980 -0.9584
C 0.7212 3.9830 3.0689 -0.1377 1.2173 1.3910
C 0.9048 3.0232 4.0194 -0.6457 -3.3818 0.1558
C 0.5473 1.6653 3.7934 -1.2251 3.2734 -2.9350
C -0.0921 1.4072 2.5401 1.7390 0.5798 2.4511
C -0.3085 2.4575 1.6427 -0.0137 -2.8918 1.1345
C 0.0130 3.7393 1.9334 -0.0747 0.5365 -2.2595
O -0.8804 2.1201 0.4685 -0.7673 -1.4205 -2.0038
C -0.6551 0.7909 0.0176 1.2394 0.3028 -1.8433
N -0.6520 0.5901 -1.2818 -0.4705 0.5276 0.2832
N -0.3537 -0.6092 -1.8476 -0.7561 2.0103 0.5210
C 0.1632 -1.5538 -1.1218 1.3496 0.0894 0.2960
N 0.5923 -2.6879 -1.8761 -1.4696 0.8474 2.5834
C -0.1691 -3.8694 -1.4280 -0.1065 -0.4063 -1.9779
C -1.3968 -4.2951 -2.2577 -1.1349 3.0985 -2.3582
N -1.0303 -4.3522 -3.7287 1.4420 0.4524 0.5952
C -2.0027 -5.0014 -4.6425 1.7356 0.5363 0.4533
C -0.3055 -3.1011 -4.1881 -1.5399 -0.1864 2.6577
C 0.8879 -2.6248 -3.2950 0.4652 -0.6079 -0.7523
C 0.4006 -1.3604 0.3053 -1.8603 0.8819 -0.2013
C -0.1988 -0.2103 0.8921 0.4048 -1.3264 -1.2587
N -0.3527 0.0715 2.2271 0.5759 0.9374 -1.1572
C -1.2120 -0.6874 3.0408 -2.2104 -0.0409 1.5212
H 2.5409 7.3899 1.3602 0.0296 -0.5607 -0.2850
H 1.6587 5.8580 0.7805 0.0601 1.2364 0.2751
H 0.9106 7.1328 1.7886 -0.9760 0.3111 0.2442
H 2.8141 6.4755 3.3928 -0.0597 0.3656 1.4589
H 2.9299 5.0602 2.4657 0.0006 -0.5989 0.0703
H 1.1918 3.2685 5.0018 0.7536 0.6318 0.8162
H 0.5975 0.9300 4.5295 0.3575 -1.1004 1.0379
H -0.2509 4.4063 1.1084 0.3319 0.4489 0.6912
H 0.4492 -4.6748 -1.6966 1.3501 -1.5149 0.5926
H -0.4035 -3.8053 -0.3830 0.0818 -0.0580 0.4225
H -1.8472 -5.2096 -1.9064 0.2463 -0.5138 0.0182
H -2.2171 -3.5069 -2.2288 0.5551 -0.6007 0.5129
H -3.0097 -4.9508 -4.2985 -0.9134 0.1175 0.3447
H -1.6771 -6.0144 -4.7456 -0.2298 -1.0503 0.2012
H -1.9603 -4.6665 -5.6739 0.1029 0.7844 0.0203
H 0.0008 -3.1688 -5.1771 0.7175 -0.7058 -1.8706
H -0.9964 -2.2344 -4.1891 -0.0206 -0.1838 0.2303
H 1.1109 -1.6223 -3.7155 -0.2022 -0.2943 1.0031
H 1.8824 -3.1669 -3.3448 -1.3099 -0.0550 -0.7011
H 0.8782 -2.0852 0.9606 -0.1130 -0.0329 -0.3075
H -2.0260 -1.2143 2.4495 0.9996 0.5073 0.6408
H -0.5711 -1.3758 3.5480 -0.3358 -1.0408 0.8414
H -1.7384 0.0051 3.8247 0.9894 -1.2925 -1.4403
```
Positions in Å, forces in eV/Å.

Its relative energy (zero: lowest compared OMol25 entry of this formula, charge and spin) is 174.0 kcal/mol. The total energy comes out at -1123.78705 Eh. Its orbital gap is 8.22 eV. The structure (SMILES) is CCOc1ccc2c(c1)Oc1nnc(N3CCN(C)CC3)cc1N2C.

=====

No. 4
Density functional theory data (ωB97M-V/def2-TZVPD) for 3 unconnected molecules or ions with the total composition C35H48F2N5O6PS at a distorted geometry.

The geometry in XYZ format:
```
98
Properties=species:S:1:pos:R:3:forces:R:3
C 4.5158 -4.0519 4.0598 -0.5819 -0.8144 -0.6081
C 3.8818 -4.2679 2.6623 0.5246 0.4968 0.4512
C 3.3607 -2.9389 2.0900 -1.2261 -0.6855 0.0415
C 2.1615 -2.4182 2.9648 0.8650 0.0340 -0.2832
C 1.0040 -1.8939 2.1427 0.0042 -0.1423 0.3057
C 0.0858 -2.7899 1.5716 0.7805 -0.2598 0.4794
C 0.2944 -4.2728 1.8311 -0.5144 0.0018 0.2113
C -0.1912 -4.7135 3.2458 0.6414 -0.7457 -0.7671
F -0.9225 -3.7363 3.8821 0.0638 0.0190 0.1389
C -0.9636 -2.3252 0.8150 -0.9782 -0.3012 -0.6740
C -1.9346 -3.3360 0.2171 0.5720 -0.2330 0.2801
C -1.3494 -4.2632 -0.8580 -0.0412 -0.8812 0.1919
O -1.7704 -5.4058 -0.9292 0.1196 0.7367 -0.0800
C -0.3039 -3.8162 -1.8536 -0.8653 0.1116 0.0472
C -0.6678 -3.8971 -3.1912 -0.4204 -0.2732 -0.2806
C 0.2238 -3.5458 -4.1758 0.1962 0.0646 -0.6521
C 1.4928 -3.1039 -3.8530 0.4511 0.1470 -0.3468
C 1.8676 -3.0171 -2.5309 0.1540 -0.0382 0.2205
C 0.9658 -3.3724 -1.5466 0.3896 0.1651 0.8686
C -1.1783 -0.9567 0.6156 -0.0195 -0.9100 0.1588
C -0.2872 -0.0948 1.2080 -0.2801 1.0812 -0.3061
C 0.8092 -0.5356 1.9528 0.1852 0.4293 0.3429
C 1.7346 0.5048 2.5488 0.3577 0.2435 -0.2482
C 2.6105 1.2398 1.4998 0.2276 0.5024 0.5468
C 3.9755 1.6958 2.0702 0.0686 -0.0347 -0.3585
C 4.3657 3.1143 1.6354 0.7485 0.0735 -0.1588
O 3.9391 3.4012 0.3010 -0.3125 0.3596 0.3727
C 2.9854 4.4503 0.2531 -0.2748 0.0874 -0.0465
S -0.4852 1.6793 1.0877 -0.1809 0.1236 0.0312
C -1.7908 1.8317 -0.0956 0.8303 -0.5763 0.8354
C -2.4924 0.7443 -0.5535 -0.7110 -0.1455 -0.6107
C -3.4842 0.9942 -1.4921 -0.4371 -0.7311 -0.2803
C -3.7863 2.2524 -1.9476 -0.7543 -0.0305 0.3855
P -5.0844 2.4855 -3.2033 1.3624 1.2086 -2.2826
N -4.4450 3.0290 -4.5446 -0.3779 -0.1946 0.2069
C -3.0997 3.3635 -1.4527 -0.6919 0.2552 -0.7456
N -3.4925 4.6566 -1.9136 0.6160 -0.3813 0.4017
C -2.3858 5.5804 -2.2518 -0.9809 1.0036 0.8296
C -2.3486 6.7592 -1.2393 -0.0464 -0.1801 -0.1936
C -2.1028 3.0995 -0.5495 0.3434 0.2305 0.3249
F -1.3789 4.1110 -0.0173 -0.0893 0.0775 -0.0361
N -2.3283 -0.6070 -0.1575 1.1837 0.6068 -0.0792
H 5.2864 -3.2807 4.0450 -0.0274 -0.0852 0.1471
H 3.7060 -3.8120 4.7551 0.2996 0.3261 0.0776
H 4.9083 -5.0166 4.3964 0.2947 0.2853 0.0899
H 4.5845 -4.7475 1.9727 0.0380 0.1544 0.1039
H 3.0675 -4.9855 2.8191 -0.0611 0.1491 -0.2822
H 4.1573 -2.1964 1.9976 -0.0500 -0.0507 0.0685
H 2.9399 -3.1031 1.0893 0.3683 0.0074 -0.0201
H 1.8506 -3.2362 3.6162 -0.1820 0.1023 -0.0846
H 2.5698 -1.6589 3.6303 -0.3211 -0.0934 0.0619
H -0.2300 -4.9119 1.1210 0.1024 0.2543 -0.0891
H 1.3536 -4.5035 1.7168 -0.0858 -0.0537 0.0949
H 0.6819 -5.0124 3.8372 -0.2381 0.3703 0.3235
H -0.8053 -5.6145 3.1485 -0.1629 0.2405 0.0846
H -2.2665 -3.9850 1.0342 -0.1172 -0.0536 -0.2634
H -2.8432 -2.8986 -0.2015 0.1400 0.1037 0.0662
H -1.6431 -4.2635 -3.4958 0.0072 0.0052 0.2687
H -0.0511 -3.6334 -5.2218 -0.0819 0.0297 0.1109
H 2.2015 -2.8400 -4.6310 -0.1196 0.0155 0.0331
H 2.8573 -2.6919 -2.2301 -0.0435 0.0331 -0.1837
H 1.3018 -3.3142 -0.5181 -0.1534 0.0053 -0.0535
H 1.1552 1.2556 3.1041 -0.0037 -0.1211 -0.0957
H 2.4159 0.0811 3.2852 -0.2342 -0.1570 -0.0971
H 2.0978 2.1457 1.1795 -0.0971 -0.2753 -0.1825
H 2.7765 0.6282 0.6094 -0.1229 -0.0050 0.0979
H 4.0014 1.6599 3.1658 -0.0774 -0.0290 -0.1163
H 4.7583 1.0199 1.7084 -0.1079 -0.0180 0.1595
H 4.0195 3.8951 2.3232 -0.2874 -0.2166 -0.0822
H 5.4599 3.2095 1.6320 -0.1304 -0.0867 0.0789
H 2.3768 4.3511 -0.6515 0.1770 -0.0807 0.0392
H 2.3005 4.3989 1.1083 0.0450 0.0243 -0.1038
H 3.4523 5.4442 0.2417 0.0851 -0.1604 0.0587
H -4.0473 0.1495 -1.8895 0.0388 0.0588 0.1302
H -6.0719 3.3959 -2.7806 -0.1641 -0.6826 0.6873
H -5.6058 1.2040 -3.4800 -0.1318 0.0378 0.9112
H -4.8633 3.9132 -4.8099 0.2204 0.0070 -0.0693
H -4.1157 5.0696 -1.2288 0.0578 0.1281 -0.0977
H -2.6335 6.0079 -3.2264 0.4843 -0.2934 -0.1332
H -1.4232 5.0752 -2.2469 -0.1727 -0.1683 -0.2892
H -2.9907 7.5769 -1.5804 0.2010 -0.0062 -0.0050
H -2.7415 6.4548 -0.2639 0.2426 -0.1009 -0.0654
H -1.3295 7.1252 -1.0919 -0.1622 0.1134 -0.0634
H -2.2715 -1.1619 -1.0059 -0.3881 -0.0181 0.0669
C -6.6048 0.0830 0.7493 -0.0067 -0.0436 0.1970
N -7.3546 1.0262 -0.1251 0.0451 -0.0542 0.1450
O -8.3366 1.5646 0.3316 0.0000 0.0375 -0.0733
O -6.9177 1.1905 -1.2482 -0.0971 -0.0132 0.0467
H -7.1017 0.0360 1.7114 -0.0467 0.0500 -0.0416
H -6.6077 -0.8868 0.2601 0.0889 0.0458 -0.0631
H -5.5921 0.4661 0.8490 0.0237 -0.0585 -0.1234
C 3.6933 2.5992 -2.7137 -0.2207 0.1064 -0.0028
N 3.7885 1.1391 -2.9842 -0.0425 0.1203 -0.0319
O 2.8984 0.6219 -3.6262 0.0253 -0.0973 0.0208
O 4.7577 0.5611 -2.5355 -0.0255 -0.0483 -0.0001
H 2.7843 2.9750 -3.1713 0.0092 -0.1077 -0.0623
H 3.6749 2.7268 -1.6319 0.2046 -0.0772 -0.1270
H 4.5708 3.0711 -3.1467 0.0629 -0.0560 0.0988
```
Positions in Å, forces in eV/Å.

The total energy comes out at -3026.69747 Eh. Its orbital gap is 7.60 eV. The structure (SMILES) is CCCCc1c(CCF)c(CC(=O)c2ccccc2)c2c(c1CCCCOC)Sc1c(cc([PH2]=N)c(NCC)c1F)N2.C[N+](=O)[O-].C[N+](=O)[O-].

=====

No. 5
Density functional theory data (ωB97M-V/def2-TZVPD) for 2 unconnected molecules or ions with the total composition C6H6NO2S2 at a distorted geometry.

The geometry in XYZ format:
```
17
Properties=species:S:1:pos:R:3:forces:R:3
C 1.3852 -2.0210 -0.9792 -0.1553 0.8789 2.7677
C 0.8261 -1.4605 0.2504 1.1477 -2.8334 0.3089
C 1.3320 -1.2405 -2.1239 -0.5341 -2.2978 -0.8621
C 0.3283 -0.2127 0.2935 -1.4626 3.0892 -0.9972
C 0.8222 0.0160 -2.1477 -0.7090 0.4273 1.1692
C 0.3467 0.5932 -0.9346 0.1326 -0.4774 1.2162
N -0.1370 1.8292 -0.9945 0.2150 1.0661 -0.7062
O -3.4443 1.1378 3.1006 0.2643 0.0656 -0.6223
O -1.4356 1.2311 4.4247 0.1007 -0.0290 -1.2541
S -0.6072 2.6602 0.3850 -0.5504 -0.3198 -0.1814
S -2.0025 1.0767 3.0919 -0.2792 -0.0977 1.8450
H 2.0037 -2.9158 -0.8975 -0.5896 -0.0624 -0.2941
H 0.7765 -2.1318 1.1812 0.2146 0.9991 -1.3900
H 1.3825 -1.8761 -3.0305 0.7855 0.9659 0.0194
H -0.2467 0.4201 1.0685 1.2664 -1.9376 -0.5878
H 0.5986 0.5658 -3.0291 0.1188 0.2953 -0.7362
H -1.9284 2.3281 0.3413 0.0345 0.2677 0.3050
```
Positions in Å, forces in eV/Å.

Its relative energy (zero: lowest compared OMol25 entry of this formula, charge and spin) is 41.4 kcal/mol. The total energy comes out at -1233.82050 Eh. Its total charge is -1. Its orbital gap (spin up / spin down) is 4.71 / 4.71 eV.

=====

No. 6
Density functional theory data (ωB97M-V/def2-TZVPD) for 2 unconnected molecules or ions with the total composition C3H2O3S at a distorted geometry.

The geometry in XYZ format:
```
9
Properties=species:S:1:pos:R:3:forces:R:3
C 0.1602 -0.2734 0.7666 0.7639 -1.0794 0.1365
C 0.3497 -0.5166 -2.2048 -0.7721 -0.3762 -0.2885
C -0.1591 0.1105 1.9651 -4.8110 -1.2669 -0.8503
O 0.5333 -0.8384 -0.2067 -0.3604 0.7570 2.0498
O 0.5917 -1.5890 -2.5315 0.3157 0.2951 -0.6999
O -0.2024 1.6321 -0.7604 -0.2483 -0.2378 -0.9573
S -0.4407 0.9693 -2.1005 0.3925 0.6286 0.2730
H 0.4284 0.4636 2.6989 2.5858 1.2371 1.8547
H -1.2610 0.0420 2.3734 2.1339 0.0424 -1.5179
```
Positions in Å, forces in eV/Å.

Its relative energy (zero: lowest compared OMol25 entry of this formula, charge and spin) is 106.4 kcal/mol. The total energy comes out at -739.28178 Eh. Its orbital gap is 8.39 eV.